# 1
{
  "formula": "C5H6S",
  "method": "wB97M-V/def2-TZVPD",
  "smiles": "SC1C=CC=C1",
  "e_tot_ev": -16115.5109,
  "e_lumo_ev": 0.66,
  "homo_lumo_gap_ev": 8.953,
  "species": ["C", "C", "C", "C", "C", "H", "H", "H", "H", "H", "H", "S"],
  "positions_angstrom": [[-0.298, -0.068, 0.772], [0.611, -1.177, 0.171], [1.751, -0.681, -0.304], [1.626, 0.783, -0.280], [0.488, 1.119, 0.396], [-1.227, 0.444, -1.398], [-0.569, -0.242, 1.809], [0.270, -2.236, 0.444], [2.716, -1.101, -0.750], [2.344, 1.637, -0.568], [-0.063, 2.056, 0.477], [-1.784, -0.026, -0.284]]
}



# 2
{
  "formula": "C5H6S",
  "method": "wB97M-V/def2-TZVPD",
  "smiles": "C#CCSC=C",
  "e_tot_ev": -16113.9474,
  "e_lumo_ev": 1.00,
  "homo_lumo_gap_ev": 9.427,
  "species": ["C", "C", "C", "C", "C", "H", "H", "H", "H", "H", "H", "S"],
  "positions_angstrom": [[-2.883, -0.293, -0.270], [-1.641, 0.186, -0.125], [1.043, 0.265, 0.523], [2.410, 0.006, 0.103], [3.352, -0.458, -0.465], [-3.744, 0.382, -0.427], [-3.013, -1.368, -0.256], [-1.417, 1.226, -0.206], [0.766, 1.119, -0.114], [1.172, 0.764, 1.481], [4.278, -1.021, -0.661], [-0.324, -0.808, 0.417]]
}



# 3
{
  "formula": "C5H6S",
  "method": "wB97M-V/def2-TZVPD",
  "smiles": "C1=C[C@H]2C[C@H]2S1",
  "e_tot_ev": -16115.3787,
  "e_lumo_ev": 0.97,
  "homo_lumo_gap_ev": 8.793,
  "species": ["C", "C", "C", "C", "C", "H", "H", "H", "H", "H", "H", "S"],
  "positions_angstrom": [[-1.243, 0.741, 0.477], [0.301, 0.811, 0.730], [1.033, -1.451, 0.034], [0.291, -0.966, -0.969], [-0.245, 0.419, -0.622], [-1.897, 0.064, 1.066], [-1.520, 1.818, 0.198], [0.663, 1.837, 0.971], [1.483, -2.414, -0.039], [0.096, -1.522, -1.820], [-0.190, 1.091, -1.416], [1.227, -0.427, 1.391]]
}



# 4
{
  "formula": "C5H6S",
  "method": "wB97M-V/def2-TZVPD",
  "smiles": "C=C=C.C=C=S",
  "e_tot_ev": -16113.2116,
  "e_lumo_ev": 0.05,
  "homo_lumo_gap_ev": 8.628,
  "species": ["C", "C", "C", "C", "C", "S", "H", "H", "H", "H", "H", "H"],
  "positions_angstrom": [[-2.444, -1.239, 0.030], [-2.020, 0.009, 0.005], [3.379, -0.196, 0.115], [2.298, 0.394, -0.329], [-1.611, 1.199, 0.187], [0.938, 0.942, -0.939], [-3.474, -1.463, 0.171], [3.248, -0.981, 0.787], [4.403, -0.055, -0.278], [-1.724, -1.993, -0.252], [-0.963, 1.510, 0.952], [-2.030, 1.873, -0.450]]
}



# 5
{
  "formula": "C5H6S2",
  "method": "wB97M-V/def2-TZVPD",
  "e_tot_ev": -26946.5602,
  "e_lumo_ev": -1.26,
  "homo_lumo_gap_ev": 7.085,
  "species": ["C", "C", "C", "C", "C", "S", "S", "H", "H", "H", "H", "H", "H"],
  "positions_angstrom": [[-0.987, 1.792, 0.018], [0.092, 2.155, 0.900], [-1.301, 0.654, -0.661], [0.054, -0.976, -0.362], [1.120, -1.601, 0.184], [1.524, 1.412, 1.280], [1.506, -3.173, -0.249], [-1.801, 2.594, 0.010], [0.170, 3.188, 1.202], [-2.102, 0.198, -1.177], [-0.642, -1.667, -0.934], [2.019, -1.137, 0.519], [0.347, -3.440, -0.730]]
}



# 6
{
  "formula": "C5H6S3",
  "method": "wB97M-V/def2-TZVPD",
  "e_tot_ev": -37786.4741,
  "e_lumo_ev": -0.72,
  "homo_lumo_gap_ev": 7.924,
  "species": ["C", "C", "C", "C", "C", "H", "H", "H", "H", "H", "H", "S", "S", "S"],
  "positions_angstrom": [[0.872, 0.648, -1.387], [-0.569, 0.764, -1.037], [-0.922, -0.496, -0.235], [-0.330, -0.388, 1.259], [1.128, -0.567, 1.273], [-1.318, 0.992, -1.934], [-0.522, 1.653, -0.298], [-1.976, -0.777, -0.198], [-0.485, -1.383, -0.699], [-0.893, -1.062, 1.941], [-0.539, 0.612, 1.582], [1.536, 1.201, -2.630], [2.001, -1.076, 2.612], [2.017, -0.120, -0.248]]
}



# 7
{
  "formula": "C5H6S3",
  "method": "wB97M-V/def2-TZVPD",
  "e_tot_ev": -37786.1511,
  "e_lumo_ev": -0.46,
  "homo_lumo_gap_ev": 8.173,
  "species": ["C", "C", "C", "C", "C", "H", "H", "H", "H", "H", "H", "S", "S", "S"],
  "positions_angstrom": [[0.827, -1.005, -0.232], [-0.090, -0.536, 0.969], [0.184, 0.940, 1.257], [-0.113, -0.083, -1.027], [-1.208, -0.395, -0.079], [2.997, -0.887, -1.262], [0.702, -2.048, -0.488], [-0.218, -1.177, 1.840], [1.067, 1.185, 1.788], [-0.727, 1.409, 1.700], [-0.257, -0.086, -2.082], [2.543, -0.620, 0.033], [0.207, 1.657, -0.408], [-2.824, -0.532, -0.052]]
}



# 8
{
  "formula": "C5H7Br",
  "method": "wB97M-V/def2-TZVPD",
  "smiles": "Br[C@@H]1[C@H]2CC[C@@H]12",
  "e_tot_ev": -75338.5179,
  "e_lumo_ev": 0.99,
  "homo_lumo_gap_ev": 10.252,
  "species": ["C", "C", "C", "C", "C", "Br", "H", "H", "H", "H", "H", "H", "H"],
  "positions_angstrom": [[0.692, -0.742, -0.158], [0.573, 0.789, 0.099], [-0.732, -0.925, 0.342], [-0.834, 0.601, 0.524], [-1.757, 0.055, -0.507], [-3.590, -0.029, 0.037], [1.023, -0.886, -1.164], [1.362, -1.297, 0.529], [1.320, 1.270, 0.750], [0.535, 1.370, -0.794], [-1.349, -1.690, 0.835], [-1.190, 1.242, 1.350], [-1.597, 0.252, -1.543]]
}



# 9
{
  "formula": "C5H7Br",
  "method": "wB97M-V/def2-TZVPD",
  "smiles": "C=C(C)Br.C#C",
  "e_tot_ev": -75337.5785,
  "e_lumo_ev": 0.95,
  "homo_lumo_gap_ev": 10.068,
  "species": ["C", "C", "C", "C", "C", "Br", "H", "H", "H", "H", "H", "H", "H"],
  "positions_angstrom": [[-1.538, -2.809, -0.225], [-0.713, -2.595, -1.068], [1.556, 2.039, -0.244], [0.948, 0.947, 0.308], [-0.479, 0.930, 0.747], [1.856, -0.659, 0.540], [-2.414, -2.985, 0.308], [-0.156, -2.430, -1.958], [1.005, 2.881, -0.344], [2.524, 1.924, -0.682], [-0.895, 1.935, 0.504], [-0.644, 0.816, 1.849], [-1.050, 0.006, 0.267]]
}



# 10
{
  "formula": "C5H7Br",
  "method": "wB97M-V/def2-TZVPD",
  "e_tot_ev": -75336.0176,
  "e_lumo_ev": 0.57,
  "homo_lumo_gap_ev": 9.730,
  "species": ["C", "C", "C", "C", "C", "Br", "H", "H", "H", "H", "H", "H", "H"],
  "positions_angstrom": [[-0.938, 0.729, -0.213], [-1.094, -0.748, 0.076], [0.375, 0.796, 0.557], [0.398, -0.779, 0.449], [1.279, 0.042, -0.350], [3.136, -0.071, -0.117], [-0.601, 0.924, -1.257], [-1.791, 1.337, 0.050], [-1.720, -0.936, 0.903], [-1.545, -1.482, -0.554], [0.700, 1.407, 1.460], [0.909, -1.570, 1.010], [0.893, 0.352, -2.015]]
}



# 11
{
  "formula": "C5H7Br3N2",
  "method": "wB97M-V/def2-TZVPD",
  "total_charge": 2,
  "smiles": "C=[N+](C)/C(Br)=[NH+]\\C(Br)=C\\Br",
  "e_tot_ev": -218384.1744,
  "e_lumo_ev": [-10.65, -10.65],
  "homo_lumo_gap_ev": [6.360, 6.365],
  "species": ["C", "C", "C", "C", "C", "N", "N", "Br", "Br", "Br", "H", "H", "H", "H", "H", "H", "H"],
  "positions_angstrom": [[-1.588, 1.546, -1.716], [-0.278, 1.970, -1.775], [-1.640, 0.147, 0.298], [-0.332, -0.968, -1.513], [0.627, -0.335, 0.697], [-2.179, 1.099, -0.518], [-0.335, -0.326, -0.138], [-2.755, 1.565, -3.327], [0.449, 2.318, -3.422], [-2.555, -0.346, 1.935], [-0.855, -1.962, -1.543], [-0.776, -0.408, -2.346], [0.697, -1.098, -1.750], [0.707, 0.127, 1.615], [1.436, -0.933, 0.261], [0.306, 2.407, -1.034], [-3.199, 1.260, -0.358]]
}



# 12
{
  "formula": "C5H7BrCl2",
  "method": "wB97M-V/def2-TZVPD",
  "e_tot_ev": -100380.9603,
  "e_lumo_ev": [-0.82, 0.41],
  "homo_lumo_gap_ev": [6.350, 9.218],
  "species": ["C", "C", "C", "C", "C", "Cl", "Cl", "Br", "H", "H", "H", "H", "H", "H", "H"],
  "positions_angstrom": [[-1.096, -1.061, -0.224], [-1.341, -1.127, 1.318], [-0.598, 0.095, 0.667], [0.796, 0.216, 0.975], [1.222, 1.259, -1.869], [1.257, 1.444, 1.897], [1.763, 2.869, -1.723], [2.589, -0.047, -2.274], [-0.287, -1.712, -0.497], [-2.057, -0.858, -0.839], [-2.393, -0.904, 1.688], [-0.722, -1.860, 1.763], [-1.091, 1.061, 0.850], [1.475, -0.652, 0.893], [0.483, 1.278, -2.624]]
}



# 13
{
  "formula": "C5H7BrO3S",
  "method": "wB97M-V/def2-TZVPD",
  "smiles": "CC1(C)OS(=O)(=O)C=C1Br",
  "e_tot_ev": -92316.3560,
  "e_lumo_ev": 0.26,
  "homo_lumo_gap_ev": 10.585,
  "species": ["C", "C", "C", "C", "C", "O", "O", "O", "S", "Br", "H", "H", "H", "H", "H", "H", "H"],
  "positions_angstrom": [[1.398, 2.208, -0.185], [0.266, 1.528, -0.062], [0.430, 0.027, 0.096], [-0.204, -0.436, -1.283], [-0.429, -0.502, 1.201], [3.515, 1.153, -1.197], [3.508, 1.231, 1.222], [1.826, -0.274, -0.024], [2.767, 1.096, 0.016], [-1.416, 2.375, 0.034], [1.454, 3.198, -0.427], [-0.660, -1.487, -1.281], [0.524, -0.504, -1.947], [-1.030, 0.274, -1.551], [-0.695, -1.621, 1.183], [-1.319, -0.009, 1.309], [0.106, -0.361, 2.260]]
}



# 14
{
  "formula": "C5H7BrS",
  "method": "wB97M-V/def2-TZVPD",
  "e_tot_ev": -86169.7350,
  "e_lumo_ev": -0.45,
  "homo_lumo_gap_ev": 7.904,
  "species": ["C", "C", "C", "C", "C", "S", "Br", "H", "H", "H", "H", "H", "H", "H"],
  "positions_angstrom": [[1.582, 0.244, -1.636], [-0.329, -0.924, 0.657], [0.784, 1.202, -0.937], [-0.710, 1.041, -1.110], [-0.720, -1.787, 1.777], [-1.400, 0.296, 0.355], [3.369, 0.178, -0.940], [0.957, 1.189, 0.123], [0.909, 2.185, -1.349], [-1.245, 1.975, -1.130], [-0.751, 0.447, -2.046], [-1.663, -1.377, 2.408], [0.264, -1.827, 2.332], [-1.048, -2.841, 1.496]]
}



# 15
{
  "formula": "C5H7Cl",
  "method": "wB97M-V/def2-TZVPD",
  "e_tot_ev": -17814.5377,
  "spin_multiplicity": 3,
  "e_lumo_ev": [1.04, -0.59],
  "homo_lumo_gap_ev": [6.944, 9.360],
  "s_squared": 2.015,
  "species": ["C", "C", "C", "C", "C", "Cl", "H", "H", "H", "H", "H", "H", "H"],
  "positions_angstrom": [[-0.904, -0.395, -0.220], [-1.614, -0.779, -1.202], [0.164, -0.060, 0.720], [1.182, -0.638, -0.208], [0.427, 1.452, 0.991], [1.641, -2.289, -0.479], [-1.183, -1.230, -2.060], [-2.742, -0.548, -1.303], [-0.087, -0.735, 1.643], [1.679, -0.075, -1.021], [0.386, 1.857, 0.045], [1.293, 1.579, 1.497], [-0.242, 1.862, 1.597]]
}



# 16
{
  "formula": "C5H7Cl2N2OPS",
  "method": "wB97M-V/def2-TZVPD",
  "smiles": "C/N=C(\\Cl)C=P(=S)Cl.CN=C=O",
  "e_tot_ev": -55493.5552,
  "e_lumo_ev": [-0.38, -0.38],
  "homo_lumo_gap_ev": [7.937, 7.938],
  "species": ["C", "C", "C", "C", "C", "N", "N", "O", "P", "S", "Cl", "Cl", "H", "H", "H", "H", "H", "H", "H"],
  "positions_angstrom": [[-1.732, 0.673, 0.626], [-2.472, -0.446, 0.120], [2.245, 0.335, 0.602], [-3.372, -1.838, -1.525], [4.759, 0.610, 1.107], [-2.665, -0.631, -1.105], [3.360, 0.347, 0.919], [1.167, 0.172, 0.258], [-0.696, 1.688, -0.314], [0.247, 3.364, 0.116], [-3.035, -1.467, 1.480], [-0.590, 1.037, -2.208], [-1.814, 0.944, 1.655], [-4.531, -1.805, -1.703], [-2.956, -2.034, -2.571], [-3.188, -2.601, -0.814], [5.250, 0.148, 0.222], [4.949, 1.608, 1.206], [5.074, -0.105, 1.928]]
}



# 17
{
  "formula": "C5H7Cl3N3",
  "method": "wB97M-V/def2-TZVPD",
  "total_charge": 1,
  "smiles": "NN[C@]1(Cl)[NH+]=CC(Cl)=C[C@@H]1Cl",
  "e_tot_ev": -47326.8138,
  "e_lumo_ev": -5.86,
  "homo_lumo_gap_ev": 7.695,
  "species": ["C", "C", "C", "C", "C", "N", "N", "N", "Cl", "Cl", "Cl", "H", "H", "H", "H", "H", "H", "H"],
  "positions_angstrom": [[-2.269, 1.207, -0.932], [-0.720, 1.996, 0.868], [-1.926, 2.139, 0.083], [-1.626, -0.140, -0.908], [-0.153, 0.037, -0.418], [-0.065, 0.889, 0.683], [0.536, -1.100, -0.204], [1.530, -1.050, 0.715], [-2.651, 3.640, 0.107], [-2.446, -1.099, 0.320], [0.667, 1.004, -1.886], [-3.152, 1.504, -1.557], [-0.550, 2.826, 1.516], [-1.727, -0.761, -1.810], [0.499, -1.735, -0.968], [0.886, 0.415, 1.165], [2.326, -1.092, 0.119], [1.383, -1.714, 1.473]]
}



Calculated ΔE to the lowest compared entry with this formula, charge and spin in order - 99.2, 250.0, 111.9, 321.0, 517.6, 127.2, 158.4, 125.5, 216.1, 366.7, 47.2, 400.2, 45.7, 517.9, 153.9, 26.9, 38.7 kJ/mol